Entry from the OMol25 dataset: a structure of composition C30H80HgN6O8 (wB97M-V/def2-TZVPD).

Geometry (Å):
Hg: 1.163 1.029 2.953
C: -2.187 -1.023 0.876
C: -0.782 -0.586 0.521
C: -0.713 -0.103 -0.924
O: -0.203 0.359 1.329
H: -2.875 -0.162 0.826
H: -2.279 -1.551 1.824
H: -2.603 -1.685 0.105
H: -0.202 -1.550 0.576
H: -1.218 -0.724 -1.678
H: 0.284 0.090 -1.323
H: -1.267 0.846 -0.945
C: 0.613 3.412 0.261
C: 1.923 3.583 1.041
C: 2.259 5.065 1.147
O: 2.001 2.916 2.215
H: -0.271 3.723 0.836
H: 0.446 2.377 -0.043
H: 0.588 4.067 -0.620
H: 2.633 3.192 0.258
H: 3.190 5.239 1.690
H: 1.435 5.643 1.572
H: 2.478 5.427 0.136
C: 3.600 -2.676 4.591
C: 2.522 -1.743 4.013
C: 1.349 -1.534 4.968
O: 0.326 -0.820 4.278
C: -0.992 -1.304 4.418
N: 3.055 -0.411 3.654
H: 3.126 -3.450 5.198
H: 4.360 -2.154 5.168
H: 4.072 -3.175 3.744
H: 2.076 -2.175 3.112
H: 1.712 -0.814 5.718
H: 0.958 -2.440 5.427
H: -1.239 -1.428 5.480
H: -1.075 -2.316 3.994
H: -1.652 -0.632 3.883
H: 3.448 -0.386 2.713
H: 3.750 -0.159 4.347
C: -3.547 5.008 -1.545
C: -3.733 3.617 -0.970
C: -3.176 2.542 -1.894
O: -3.956 2.502 -3.061
C: -3.337 1.737 -4.056
N: -3.112 3.605 0.357
H: -2.476 5.199 -1.705
H: -3.881 5.832 -0.911
H: -4.063 5.137 -2.497
H: -4.807 3.452 -0.839
H: -3.291 1.605 -1.325
H: -2.121 2.721 -2.132
H: -2.969 0.808 -3.613
H: -2.516 2.285 -4.542
H: -4.041 1.558 -4.868
H: -3.101 2.702 0.809
H: -2.178 3.990 0.327
C: 2.454 -0.429 -7.926
C: 1.926 -1.464 -6.934
C: 1.049 -0.782 -5.864
O: -0.219 -0.531 -6.357
C: -1.019 0.150 -5.403
N: 1.201 -2.510 -7.672
H: 3.072 0.303 -7.394
H: 1.642 0.136 -8.390
H: 3.109 -0.852 -8.686
H: 2.780 -1.887 -6.393
H: 1.538 0.155 -5.535
H: 1.036 -1.361 -4.929
H: -2.038 0.198 -5.773
H: -0.619 1.144 -5.161
H: -0.988 -0.405 -4.451
H: 0.519 -2.088 -8.288
H: 0.708 -3.143 -7.055
C: 0.845 2.725 7.336
C: 0.722 2.069 5.983
C: -0.443 2.714 5.242
O: -0.693 2.145 3.969
C: -1.684 2.808 3.210
N: 1.930 2.112 5.144
H: -0.121 2.877 7.816
H: 1.433 3.644 7.356
H: 1.407 2.047 7.991
H: 0.492 1.016 6.167
H: -0.122 3.755 5.045
H: -1.334 2.730 5.877
H: -2.005 2.080 2.471
H: -1.328 3.747 2.787
H: -2.560 3.036 3.833
H: 2.124 3.109 5.001
H: 2.742 1.834 5.696
C: -2.172 -2.939 -2.977
C: -3.125 -4.092 -2.869
C: -3.548 -4.268 -1.431
O: -2.451 -4.482 -0.571
C: -2.883 -4.552 0.767
N: -4.330 -3.779 -3.647
H: -1.821 -2.707 -3.983
H: -1.444 -2.851 -2.175
H: -2.789 -2.043 -2.762
H: -2.692 -5.014 -3.280
H: -4.243 -5.114 -1.334
H: -4.030 -3.333 -1.116
H: -3.219 -5.544 1.083
H: -3.724 -3.853 0.893
H: -2.067 -4.161 1.373
H: -4.096 -3.369 -4.540
H: -4.915 -4.589 -3.796
C: 4.966 -1.123 0.721
C: 3.716 -0.713 -0.050
C: 2.939 -1.990 -0.336
O: 3.610 -2.864 -1.182
C: 2.863 -4.044 -1.433
N: 2.848 0.120 0.798
H: 4.702 -1.636 1.651
H: 5.656 -0.301 0.956
H: 5.642 -1.794 0.181
H: 4.055 -0.264 -0.991
H: 1.939 -1.737 -0.741
H: 2.671 -2.503 0.609
H: 3.417 -4.587 -2.191
H: 1.855 -3.802 -1.807
H: 2.676 -4.595 -0.501
H: 3.059 1.109 0.641
H: 1.882 0.064 0.450

**LUMO energy**: 0.27 eV
**Largest force on an atom**: 2.11 eV Å⁻¹
**Frontier orbital gap**: 7.86 eV
**Energy relative to the best compared isomer or geometry (same formula, charge and spin)**: 17.26 kJ/mol
**Total energy**: -2274.692891 Eh
**Spin multiplicity**: 1
**Highest occupied orbital energy**: -7.592 eV